DFT (ωB97M-V/def2-TZVPD) results for 15 unconnected molecules or ions with the total composition H30O15 at a distorted geometry.

Properties
total charge: 0
gap between HOMO and LUMO: 9.5 eV
molecular weight: 270.23 g/mol
HOMO level: -9.80 eV
ΔE to the lowest compared entry with this formula, charge and spin: 122.1 kJ/mol
DFT total energy: -31200.400 eV

Element x y z (Å)
O1 1.605 2.333 -0.869
H1 0.796 2.747 -1.079
H2 1.968 2.806 -0.117
O2 -3.085 1.390 -0.577
H3 -3.043 0.435 -0.746
H4 -3.468 1.671 -1.395
O3 1.914 -0.336 -3.361
H5 1.436 -0.959 -2.840
H6 1.325 0.381 -3.364
O4 3.062 0.868 1.414
H7 3.986 0.809 1.699
H8 2.813 -0.094 1.309
O5 3.473 2.512 -2.595
H9 2.720 2.302 -2.065
H10 4.172 2.416 -2.019
O6 -2.777 -1.194 -0.862
H11 -3.600 -1.603 -0.627
H12 -2.134 -1.794 -0.461
O7 -3.935 -0.735 1.835
H13 -4.613 -0.175 1.457
H14 -3.070 -0.456 1.571
O8 2.110 -1.438 0.905
H15 1.504 -1.438 1.650
H16 1.638 -1.020 0.183
O9 -0.723 0.663 -2.951
H17 -1.612 0.370 -3.135
H18 -0.491 0.499 -2.024
O10 -0.836 -2.604 1.014
H19 -1.676 -2.990 1.261
H20 -0.290 -3.319 0.745
O11 -1.421 0.486 1.459
H21 -0.610 0.650 1.912
H22 -1.618 1.321 1.054
O12 0.160 0.046 -0.517
H23 -0.491 0.075 0.184
H24 0.672 0.894 -0.498
O13 0.750 1.533 2.790
H25 1.541 1.308 2.313
H26 0.740 2.513 2.953
O14 0.381 -1.563 3.060
H27 -0.152 -1.930 2.312
H28 -0.131 -0.926 3.559
O15 0.291 -2.179 -1.927
H29 0.083 -1.472 -1.303
H30 0.637 -2.803 -1.306

DFT (ωB97M-V/def2-TZVPD) results for a molecular structure, C11H14IrN2OP at a distorted geometry.

Properties
total charge: 0
spin multiplicity: 5
<S²>: 6.040
gap between HOMO and LUMO (alpha / beta): 4.9 / 6.5 eV
molecular weight: 413.44 g/mol
HOMO level (alpha / beta): -4.66 / -8.73 eV
ΔE to the lowest compared entry with this formula, charge and spin: 0.0 kJ/mol
DFT total energy: -28783.686 eV

Element x y z (Å)
C1 -0.616 0.007 -3.648
C2 -1.378 1.257 -3.393
C3 -0.503 2.287 -3.011
C4 0.830 1.802 -3.079
C5 0.837 0.379 -3.462
Ir1 0.085 -0.547 -1.805
P1 -0.007 -2.672 -1.685
H1 -0.966 -0.827 -4.228
H2 -2.438 1.433 -3.591
H3 -0.793 3.312 -2.739
H4 1.668 -0.152 -3.890
H5 1.692 2.466 -3.002
H6 1.122 -3.299 -2.238
H7 -1.048 -3.341 -2.364
H8 -0.067 -3.386 -0.467
N1 0.864 0.834 5.183
C6 -0.027 -0.067 4.634
O1 -0.685 -0.853 5.310
C7 -0.042 -0.052 3.124
C8 0.951 0.546 2.346
C9 0.951 0.441 0.949
N2 0.036 -0.331 0.319
C10 -1.010 -0.821 1.006
C11 -1.061 -0.695 2.406
H9 0.820 0.946 6.206
H10 1.065 1.668 4.667
H11 1.765 1.102 2.773
H12 1.673 0.999 0.319
H13 -1.811 -1.301 0.426
H14 -1.904 -1.135 2.934

DFT (ωB97M-V/def2-TZVPD) results for C4H9NO in the gas phase.

Properties
total charge: 0
gap between HOMO and LUMO: 10.0 eV
molecular weight: 87.12 g/mol
HOMO level: -8.98 eV
ΔE to the lowest compared entry with this formula, charge and spin: 207.0 kJ/mol
DFT total energy: -7830.174 eV

Element x y z (Å)
C1 0.057 -1.912 0.094
N1 0.655 -0.625 -0.152
C2 0.618 0.391 0.912
C3 0.233 1.438 -0.164
O1 -0.737 2.409 0.108
C4 -0.168 0.222 -1.014
H1 0.585 -2.489 0.852
H2 -1.000 -1.813 0.397
H3 0.083 -2.471 -0.842
H4 1.555 0.507 1.472
H5 -0.215 0.253 1.625
H6 1.108 1.966 -0.547
H7 -1.583 1.953 0.213
H8 -1.251 -0.001 -0.871
H9 0.061 0.173 -2.084

DFT (ωB97M-V/def2-TZVPD) results for a molecular structure, C9H36BeN18O9 at a distorted geometry.

Properties
total charge: +1
spin multiplicity: 2
<S²>: 0.750
gap between HOMO and LUMO (alpha / beta): 4.3 / 9.0 eV
molecular weight: 549.52 g/mol
HOMO level (alpha / beta): -5.80 / -10.48 eV
ΔE to the lowest compared entry with this formula, charge and spin: 0.0 kJ/mol
DFT total energy: -55563.974 eV

Element x y z (Å)
Be1 -0.290 -0.075 -0.087
C1 -2.079 -2.841 -1.901
O1 -1.999 -1.894 -1.142
N1 -3.176 -3.506 -2.097
N2 -1.188 -3.422 -2.594
H1 -4.085 -3.249 -1.741
H2 -3.091 -4.383 -2.592
H3 -0.255 -3.039 -2.633
H4 -1.331 -4.306 -3.061
C2 0.614 1.519 3.269
O2 0.584 1.200 2.096
N3 -0.285 1.031 4.100
N4 1.489 2.435 3.710
H5 -0.204 1.136 5.102
H6 -1.036 0.471 3.723
H7 2.225 2.791 3.116
H8 1.344 2.971 4.554
C3 -1.030 1.312 -3.190
O3 -1.279 0.830 -2.126
N5 0.048 1.971 -3.516
N6 -1.654 1.343 -4.293
H9 0.851 1.850 -2.915
H10 0.183 2.240 -4.481
H11 -2.617 1.141 -4.069
H12 -1.338 2.091 -4.894
C4 -1.602 3.648 0.396
O4 -1.061 2.562 0.109
N7 -1.482 4.735 -0.251
N8 -2.319 3.734 1.519
H13 -1.979 5.548 0.083
H14 -1.252 4.817 -1.231
H15 -2.334 3.011 2.223
H16 -2.598 4.618 1.922
C5 -0.501 -2.395 3.006
O5 -0.965 -1.734 2.112
N9 0.660 -2.978 2.947
N10 -1.155 -2.703 4.100
H17 1.019 -3.362 3.810
H18 1.128 -3.146 2.068
H19 -2.103 -2.355 4.077
H20 -0.689 -3.324 4.746
C6 2.707 1.844 -0.726
O6 1.645 1.416 -1.142
N11 2.833 2.991 -0.061
N12 3.858 1.289 -0.872
H21 2.076 3.658 -0.005
H22 3.644 3.269 0.473
H23 3.751 0.435 -1.401
H24 4.609 1.920 -0.631
C7 3.319 -1.582 1.138
O7 2.197 -1.285 0.870
N13 4.205 -0.711 1.648
N14 3.886 -2.696 0.848
H25 3.819 0.214 1.772
H26 5.056 -1.060 2.066
H27 3.266 -3.439 0.556
H28 4.843 -2.914 1.088
C8 -3.926 0.190 0.516
O8 -2.744 0.082 0.838
N15 -4.521 -0.198 -0.545
N16 -4.644 0.926 1.356
H29 -3.979 -0.837 -1.109
H30 -5.425 0.151 -0.828
H31 -4.155 1.364 2.124
H32 -5.634 1.045 1.194
C9 1.716 -1.890 -2.521
O9 0.965 -1.653 -1.607
N17 3.005 -1.999 -2.410
N18 1.297 -2.092 -3.656
H33 3.488 -2.050 -1.524
H34 3.492 -2.469 -3.159
H35 0.300 -2.000 -3.794
H36 1.881 -2.213 -4.471

Copy entry 1 word for word.
DFT (ωB97M-V/def2-TZVPD) results for 15 unconnected molecules or ions with the total composition H30O15 at a distorted geometry.

Properties
total charge: 0
gap between HOMO and LUMO: 9.5 eV
molecular weight: 270.23 g/mol
HOMO level: -9.80 eV
ΔE to the lowest compared entry with this formula, charge and spin: 122.1 kJ/mol
DFT total energy: -31200.400 eV

Element x y z (Å)
O1 1.605 2.333 -0.869
H1 0.796 2.747 -1.079
H2 1.968 2.806 -0.117
O2 -3.085 1.390 -0.577
H3 -3.043 0.435 -0.746
H4 -3.468 1.671 -1.395
O3 1.914 -0.336 -3.361
H5 1.436 -0.959 -2.840
H6 1.325 0.381 -3.364
O4 3.062 0.868 1.414
H7 3.986 0.809 1.699
H8 2.813 -0.094 1.309
O5 3.473 2.512 -2.595
H9 2.720 2.302 -2.065
H10 4.172 2.416 -2.019
O6 -2.777 -1.194 -0.862
H11 -3.600 -1.603 -0.627
H12 -2.134 -1.794 -0.461
O7 -3.935 -0.735 1.835
H13 -4.613 -0.175 1.457
H14 -3.070 -0.456 1.571
O8 2.110 -1.438 0.905
H15 1.504 -1.438 1.650
H16 1.638 -1.020 0.183
O9 -0.723 0.663 -2.951
H17 -1.612 0.370 -3.135
H18 -0.491 0.499 -2.024
O10 -0.836 -2.604 1.014
H19 -1.676 -2.990 1.261
H20 -0.290 -3.319 0.745
O11 -1.421 0.486 1.459
H21 -0.610 0.650 1.912
H22 -1.618 1.321 1.054
O12 0.160 0.046 -0.517
H23 -0.491 0.075 0.184
H24 0.672 0.894 -0.498
O13 0.750 1.533 2.790
H25 1.541 1.308 2.313
H26 0.740 2.513 2.953
O14 0.381 -1.563 3.060
H27 -0.152 -1.930 2.312
H28 -0.131 -0.926 3.559
O15 0.291 -2.179 -1.927
H29 0.083 -1.472 -1.303
H30 0.637 -2.803 -1.306

Which of these has the highest total charge? C9H36BeN18O9